Density functional theory data (ωB97M-V/def2-TZVPD) for a structure of composition C16H30CaF6O15P.

Element x y z (Å)
Ca (17.2668, 13.5212, -10.7648)
P (19.9058, 11.2595, -11.9079)
F (21.3745, 11.8740, -11.5588)
F (19.2814, 12.5391, -11.0788)
F (19.9796, 12.2856, -13.2110)
F (18.3502, 10.9030, -12.2276)
F (20.6297, 10.0140, -12.6159)
F (19.8124, 10.3682, -10.5535)
C (23.8517, 8.6017, -10.7227)
C (24.0436, 9.2138, -12.1228)
C (24.1064, 10.7851, -12.1472)
O (25.4089, 11.0222, -12.6795)
C (26.0150, 9.8756, -12.9626)
O (27.0169, 9.7619, -13.6977)
O (25.2830, 8.8355, -12.5855)
H (22.8249, 8.8515, -10.4556)
H (24.4359, 8.9876, -9.8873)
H (23.7871, 7.5188, -10.8289)
H (23.3207, 8.8115, -12.8325)
H (23.9416, 11.0320, -11.0984)
H (23.4115, 11.2749, -12.8292)
C (14.9511, 12.3499, -7.2777)
O (15.1317, 11.0657, -7.9536)
C (16.0742, 10.8462, -8.8862)
O (16.6748, 11.7483, -9.5463)
O (16.1616, 9.5160, -9.0237)
C (17.0516, 8.9019, -9.9523)
H (14.7899, 12.9587, -8.1673)
H (15.8103, 12.6387, -6.6723)
H (14.0211, 12.3095, -6.7106)
H (18.0294, 9.3291, -9.7296)
H (16.6367, 9.0156, -10.9538)
H (17.1361, 7.8221, -9.8302)
C (18.0022, 17.6985, -12.4554)
O (19.3573, 17.4451, -11.9690)
C (19.6302, 16.2466, -11.3658)
O (18.8277, 15.2688, -11.1952)
O (20.9610, 16.2669, -10.9590)
C (21.4481, 15.0378, -10.4856)
H (17.8315, 18.0787, -13.4626)
H (17.6704, 18.5265, -11.8290)
H (17.4932, 16.7366, -12.3927)
H (21.1300, 14.3345, -11.2551)
H (21.1174, 14.8615, -9.4620)
H (22.5368, 15.0912, -10.4859)
C (18.7762, 16.8924, -8.1209)
O (19.3840, 15.7005, -7.5300)
C (18.9707, 14.4972, -7.8074)
O (18.0828, 14.1342, -8.5141)
O (19.9669, 13.7484, -7.3199)
C (19.9944, 12.2857, -7.4355)
H (18.9940, 17.1233, -9.1636)
H (19.1210, 17.8064, -7.6374)
H (17.7025, 17.0103, -7.9749)
H (20.3749, 11.9670, -6.4651)
H (20.6400, 11.9952, -8.2643)
H (18.9963, 11.8562, -7.5225)
C (18.0622, 16.1016, -16.2290)
O (17.8685, 15.5859, -14.8850)
C (17.7512, 14.2294, -14.5065)
O (17.4880, 13.8517, -13.3854)
O (17.7163, 13.5046, -15.6418)
C (17.4063, 12.0683, -15.6509)
H (17.4458, 15.6479, -17.0051)
H (19.0954, 16.0631, -16.5744)
H (17.8093, 17.1532, -16.0937)
H (18.1653, 11.5260, -15.0871)
H (17.3765, 11.7516, -16.6935)
H (16.4804, 11.9810, -15.0826)

Summary:
calculated total energy: -3374.5182 Eh
energy above the lowest of the compared OMol25 structures with the same formula, charge and spin: 98.7 kcal per mole
max |F|: 5.1 eV Å⁻¹
charge: +1
gap between HOMO and LUMO: 7.87 eV

Atom charges from the Mulliken analysis, given in e for atoms 1 to 2: Ca 1.83; P 1.57